Record 1
The following is a quantum chemistry calculation of a 4-piece molecular cluster, C5H6BrN3O2 overall at a distorted geometry, from OMol25.

- energy relative to the best compared isomer or geometry (same formula, charge and spin) (kcal per mole) = 0.0
- LUMO energy (hartree) = 0.01716
- HOMO energy (eV) = -9.6
- multiplicity = 1
- gap between HOMO and LUMO (eV) = 10.08

Last column: Löwdin charge in e.
Positions of all 17 atoms, in Å:
1 C -0.5618 -0.2091 -0.9338  -0.185
2 C 3.1730 1.7096 0.1827  -0.083
3 C -0.4009 -3.8266 -0.0155  -0.459
4 C 0.7303 -0.8782 0.6924  -0.118
5 C -0.5582 -0.7789 1.1248  -0.133
6 N 2.3682 2.4965 -0.0920  0.048
7 N -1.3495 -0.3638 0.0969  -0.012
8 N 0.7125 -0.5118 -0.6230  0.065
9 O 0.1479 -4.1144 0.9461  0.212
10 O -0.9379 -3.5363 -0.9832  0.217
11 Br -4.3099 0.5644 0.1692  0.209
12 H -0.8884 0.1201 -1.9009  0.131
13 H 1.6288 -1.1515 1.2051  0.114
14 H -0.9795 -0.9743 2.0891  0.112
15 H 1.6947 3.2074 -0.2877  0.076
16 H -2.9351 0.0792 0.1589  -0.342
17 H 1.5134 -0.4470 -1.2314  0.146



Record 2
The following is a quantum chemistry calculation of C22H12FI2N4O9Te4W as an isolated structure at a distorted geometry, from OMol25.

- energy relative to the best compared isomer or geometry (same formula, charge and spin) (kcal per mole) = 31.7
- LUMO energy (alpha / beta) (hartree) = 0.04719 / 0.03685
- HOMO energy (alpha / beta) (eV) = -3.7 / -3.8
- net charge = -1
- multiplicity = 3
- gap between HOMO and LUMO (alpha / beta) (eV) = 4.96 / 4.77

Last column: Löwdin charge in e.
Positions of all 55 atoms, in Å:
1 W 0.6460 -1.5597 -0.9360  1.179
2 O 3.9478 1.8197 0.4296  0.111
3 C 3.2657 0.6955 0.1312  -0.474
4 O 3.3252 0.1472 -0.9241  -0.045
5 C 2.4600 0.1922 1.2879  -0.148
6 C 2.6032 0.7536 2.5441  0.022
7 C 1.9058 0.2086 3.6158  -0.022
8 C 1.1022 -0.8889 3.3857  0.020
9 C 1.0079 -1.3841 2.0943  -0.182
10 N 1.6520 -0.8549 1.0489  0.074
11 C 0.1720 -2.6125 1.7602  -0.605
12 O -0.5915 -3.0940 2.5700  0.092
13 O 0.4693 -3.0390 0.5817  -0.226
14 H 4.4731 2.0330 -0.3595  0.142
15 H 3.2683 1.5946 2.6678  0.122
16 H 2.0102 0.6263 4.6083  0.113
17 H 0.5335 -1.3846 4.1598  0.126
18 Te 2.9039 -3.2000 -1.3833  0.130
19 Te 5.4424 -3.1276 -2.1035  -0.177
20 Te 3.9737 -0.1884 -4.2045  -0.085
21 Te 1.8621 -1.5035 -3.4913  0.174
22 I -2.2992 -5.2738 -3.0569  0.937
23 C -2.8009 -3.8148 -1.6707  -0.640
24 C -4.0970 -3.7651 -1.1441  -0.224
25 C -4.4500 -2.8302 -0.2047  -0.669
26 I -6.4006 -2.8538 0.5412  0.890
27 C -3.5044 -1.8834 0.2499  -0.195
28 C -3.7321 -0.9061 1.2467  -0.020
29 C -2.7318 -0.0559 1.6207  -0.013
30 C -1.4839 -0.1482 0.9924  -0.102
31 N -1.2504 -1.0166 0.0297  -0.013
32 C -2.2136 -1.9211 -0.3186  -0.120
33 C -1.8241 -2.9093 -1.2814  -0.404
34 O -0.5998 -2.9482 -1.7326  -0.315
35 H -4.8235 -4.4894 -1.4855  0.075
36 H -4.7055 -0.8483 1.7148  0.062
37 H -2.8816 0.6969 2.3806  0.115
38 H -0.6859 0.5436 1.2297  0.119
39 F 3.1246 4.0735 -1.7731  0.094
40 C 1.9336 3.8891 -1.1952  -0.194
41 C 0.9580 3.2155 -1.8078  0.061
42 N -0.2770 3.0131 -1.2201  0.006
43 C -1.2056 2.0778 -1.8430  -0.013
44 C -0.6114 0.6784 -1.8950  -0.651
45 O -0.9991 -0.1826 -2.6713  -0.015
46 O 0.5062 0.5541 -1.2285  -0.228
47 C -0.5141 3.3897 0.0818  -0.471
48 O -1.5245 3.1068 0.6981  0.066
49 N 0.4964 4.1360 0.6559  0.221
50 C 1.7527 4.4450 0.1369  -0.406
51 O 2.5546 5.0970 0.7647  0.098
52 H 1.1047 2.7864 -2.7904  0.163
53 H -1.4475 2.3891 -2.8585  0.143
54 H -2.1174 2.0759 -1.2487  0.133
55 H 0.3172 4.4456 1.6001  0.166



Record 3
The following is a quantum chemistry calculation of C10H12NOPS in the gas phase at a distorted geometry, from OMol25.

- LUMO energy (hartree) = 0.01975
- HOMO energy (eV) = -7.9
- SMILES = O[C@]1(SCP)C=Cc2ccccc2N1
- multiplicity = 1
- gap between HOMO and LUMO (eV) = 8.41

Last column: Löwdin charge in e.
Positions of all 26 atoms, in Å:
1 O 0.9687 2.0211 2.5270  -0.076
2 C 0.7798 0.9640 1.4812  -0.666
3 S 2.2476 -0.1832 1.6231  0.860
4 C 2.9584 -0.0587 -0.0633  -0.763
5 P 1.8499 -0.6048 -1.4725  0.837
6 C 0.6807 1.8065 0.2602  -0.084
7 C -0.1424 1.5097 -0.7345  -0.111
8 C -1.0041 0.3987 -0.6123  -0.233
9 C -1.9221 0.1075 -1.6496  -0.023
10 C -2.7916 -0.9938 -1.6247  -0.104
11 C -2.8154 -1.6685 -0.4379  -0.123
12 C -1.9824 -1.3305 0.6200  -0.041
13 C -1.0849 -0.2959 0.5987  -0.263
14 N -0.4621 0.1899 1.6915  0.091
15 H 1.3400 1.7190 3.3467  0.054
16 H 3.3968 0.8446 -0.1424  -0.017
17 H 3.7561 -0.7741 0.0531  0.010
18 H 2.9803 -1.0400 -2.1869  -0.120
19 H 1.4649 -1.7951 -0.6656  -0.048
20 H 1.2652 2.6877 0.3025  0.114
21 H -0.0838 2.0541 -1.6181  0.104
22 H -1.8997 0.7458 -2.4829  0.092
23 H -3.4037 -1.4052 -2.5137  0.131
24 H -3.4120 -2.6555 -0.3450  0.133
25 H -2.1208 -1.9826 1.4586  0.102
26 H -0.5636 -0.2606 2.5869  0.143